Entry 1:
The following is a quantum chemistry calculation of a cluster of 5 separate species, C82H66ClF6N2O11P2S2 in total, from the OMol25 dataset.

Results
relative energy (zero: lowest compared OMol25 entry of this formula, charge and spin) = 75.41 kcal per mole
LUMO level = -0.1339 Ha
orbital gap = 7.0 eV
net charge = +1

Atoms and positions in Å:
C 2.7664 1.0562 -4.7987
C 2.4135 0.2670 -3.9589
C 2.0707 -0.5921 -2.7322
N 3.0809 -0.6149 -1.7160
C 3.0930 0.3670 -0.6385
C 2.0292 1.4567 -0.6700
C 0.9985 1.4712 0.3142
C -0.0396 2.4135 0.3275
C -0.1359 3.4111 -0.6675
C 0.8637 3.4215 -1.6687
C 1.8881 2.4620 -1.6633
C 4.5699 0.8514 -0.1864
C 4.9166 2.2561 -0.7668
C 6.1758 3.0185 -0.2747
O 5.9836 3.7872 0.9233
C 7.2263 4.1305 1.5085
C 8.0079 5.1979 0.7065
F 8.9794 5.6932 1.5315
F 7.2249 6.2463 0.3992
F 8.6582 4.7202 -0.3709
P 4.3435 1.1900 1.6573
C 3.4037 2.7144 2.0933
C 3.7721 -0.1520 2.7728
N 5.6273 -0.2270 -0.5226
P 6.8838 -0.1737 0.8795
S 8.7080 -0.5742 0.3233
S 6.3995 -0.0599 -2.1228
C 7.3422 -1.4769 -2.7325
O 7.3623 1.0197 -2.1922
O 5.4633 0.2302 -3.1811
C 4.9748 -1.6103 -0.3853
C 5.8887 -2.8416 -0.1885
C 5.7219 -3.5569 1.2255
C 7.1390 -3.9483 1.7806
Cl 7.9451 -5.2068 0.7983
C 3.7050 -1.8486 -1.3230
C 4.1159 -2.5525 -2.6199
C 4.2798 -3.0764 -3.6916
C 2.7367 -2.9042 -0.6522
F 2.3806 -2.6029 0.6216
F 1.6090 -3.0820 -1.3518
F 3.2953 -4.1478 -0.6036
H 3.2681 1.6473 -5.5566
H 1.0568 -0.2362 -2.4353
H 1.8136 -1.5671 -3.2015
H 2.7600 -0.2312 0.2508
H 1.0237 0.6927 1.1003
H -0.7975 2.3221 1.1182
H -0.9701 4.1214 -0.6463
H 0.8213 4.1970 -2.4459
H 2.6242 2.4966 -2.4804
H 4.9383 2.2953 -1.8759
H 4.1235 2.9964 -0.5201
H 6.3882 3.7672 -1.0762
H 7.1180 2.4459 -0.1788
H 7.0347 4.5694 2.5079
H 7.8756 3.2441 1.6826
H 2.6245 2.4487 2.8387
H 2.8976 3.2506 1.2731
H 4.0719 3.4401 2.5979
H 3.1225 -0.9327 2.3236
H 4.6487 -0.6851 3.2056
H 3.2430 0.2832 3.6465
H 6.4321 -1.0157 1.9357
H 7.0772 1.0894 1.4454
H 7.9570 -1.0891 -3.5725
H 8.0555 -1.9334 -2.0256
H 6.7440 -2.2963 -3.1669
H 4.4961 -1.5344 0.6216
H 5.6568 -3.6740 -0.8883
H 6.9773 -2.7093 -0.3128
H 5.2799 -2.8927 1.9945
H 5.1771 -4.5125 1.1149
H 7.7355 -3.0263 1.9199
H 6.9520 -4.3448 2.8007
H 4.2163 -3.4457 -4.7095
C -3.7611 -3.8113 -2.6479
C -2.4802 -3.6833 -2.1178
C -1.3741 -3.7805 -2.9468
C -1.5410 -4.0175 -4.3053
C -2.8234 -4.1700 -4.8329
C -3.9325 -4.0548 -4.0020
C -3.0175 -4.4742 -6.2762
O -4.1328 -4.6030 -6.7348
C -1.8181 -4.6258 -7.1400
C -1.9776 -4.9669 -8.4780
C -0.8670 -5.0987 -9.2967
C 0.4085 -4.8812 -8.7841
C 0.5735 -4.5463 -7.4499
C -0.5366 -4.4266 -6.6209
C -0.3452 -4.1025 -5.1854
O 0.7706 -3.9149 -4.7316
H -4.6259 -3.7265 -2.0015
H -2.3468 -3.5058 -1.0576
H -0.3803 -3.6755 -2.5335
H -4.9295 -4.1597 -4.4107
H -2.9681 -5.1340 -8.8814
H -0.9934 -5.3697 -10.3374
H 1.2745 -4.9779 -9.4272
H 1.5672 -4.3827 -7.0535
C -7.6050 2.7738 1.6789
C -6.4758 2.2223 1.0814
C -5.2316 2.7980 1.2832
C -5.1118 3.9355 2.0742
C -6.2486 4.5022 2.6538
C -7.4921 3.9112 2.4626
C -6.1453 5.7454 3.4619
O -7.1304 6.2383 3.9709
C -4.8124 6.3795 3.6288
C -4.7066 7.5729 4.3341
C -3.4667 8.1674 4.5079
C -2.3250 7.5670 3.9853
C -2.4258 6.3801 3.2769
C -3.6695 5.7871 3.0879
C -3.7706 4.5339 2.2980
O -2.7735 4.0072 1.8370
H -8.5753 2.3175 1.5274
H -6.5678 1.3407 0.4591
H -4.3545 2.3634 0.8210
H -8.3732 4.3409 2.9215
H -5.5922 8.0415 4.7453
H -3.3873 9.0996 5.0533
H -1.3561 8.0294 4.1282
H -1.5363 5.9182 2.8679
C -1.9096 -13.3350 -8.2521
C -0.6097 -13.7280 -7.9470
C 0.1512 -12.9840 -7.0595
C -0.3798 -11.8365 -6.4813
C -1.6758 -11.4292 -6.8061
C -2.4414 -12.1884 -7.6840
C -2.2419 -10.1792 -6.2353
O -3.3695 -9.8253 -6.5132
C -1.3964 -9.3645 -5.3225
C -1.8883 -8.1635 -4.8235
C -1.1146 -7.4028 -3.9615
C 0.1518 -7.8424 -3.5865
C 0.6486 -9.0356 -4.0853
C -0.1191 -9.7956 -4.9615
C 0.4392 -11.0569 -5.5172
O 1.5457 -11.4389 -5.1928
H -2.5059 -13.9227 -8.9390
H -0.1917 -14.6176 -8.4016
H 1.1600 -13.2951 -6.8202
H -3.4508 -11.8826 -7.9274
H -2.8747 -7.8193 -5.1105
H -1.4978 -6.4665 -3.5780
H 0.7524 -7.2492 -2.9070
H 1.6356 -9.3735 -3.7959
C -8.4153 6.5553 7.1445
C -8.5480 7.8156 6.5661
C -8.0734 8.9364 7.2283
C -7.4742 8.8058 8.4769
C -7.3632 7.5457 9.0665
C -7.8256 6.4214 8.3909
C -6.7703 7.3927 10.4211
O -6.6698 6.2955 10.9328
C -6.3107 8.6095 11.1405
C -5.8060 8.4926 12.4309
C -5.3624 9.6186 13.1061
C -5.4124 10.8663 12.4914
C -5.9194 10.9891 11.2077
C -6.3787 9.8641 10.5317
C -6.9529 10.0137 9.1688
O -7.0002 11.1027 8.6323
H -8.7777 5.6786 6.6222
H -9.0198 7.9203 5.5973
H -8.1731 9.9143 6.7744
H -7.7287 5.4414 8.8403
H -5.7626 7.5234 12.9111
H -4.9746 9.5259 14.1130
H -5.0588 11.7443 13.0179
H -5.9615 11.9615 10.7340

These are the Mulliken partial charges, in e, on atoms 1 to 99: C -0.1324; C -1.0633; C 0.3680; N 0.3925; C -0.4505; C -0.4231; C -0.1087; C -1.0012; C -0.6330; C -0.9893; C -0.0496; C 1.4339; C -1.2452; C -1.9352; O -0.2823; C -0.4327; C 0.7406; F -0.2890; F -0.2523; F -0.2370; P 0.6928; C -1.2562; C -1.0911; N 1.2815; P 0.5229; S -0.1967; S 1.3433; C -0.9659; O -0.6291; O -0.5168; C -0.7908; C -0.8017; C -0.6909; C -0.5400; Cl -0.1784; C 1.8392; C -1.9782; C -0.4168; C 0.7674; F -0.2358; F -0.0922; F -0.2698; H 0.4272; H 0.6392; H 0.1019; H -0.1233; H 0.4170; H 0.5414; H 0.5033; H 0.3915; H 0.3406; H 0.7645; H 0.4772; H 0.5295; H 0.8073; H 0.4256; H 0.2604; H 0.5415; H 0.3097; H 0.3650; H 0.1432; H 0.3495; H 0.5268; H 0.0369; H -0.0262; H 0.4653; H 0.2487; H 0.1802; H -0.7431; H 0.5351; H 0.2866; H 0.3271; H 0.4577; H 0.1977; H 0.4744; H 0.5903; C -0.4696; C -0.7337; C -0.8753; C -0.3911; C 0.8404; C -0.8320; C 0.5103; O -0.6683; C 0.4480; C -0.7735; C -0.5063; C -0.6031; C -0.5656; C 0.2472; C 0.7837; O -0.7461; H 0.4173; H 0.5025; H 1.1060; H 0.5155; H 0.5013; H 0.4195; H 0.4217



Entry 2:
The following is a quantum chemistry calculation of a cluster of 12 separate species, C83H188N12O12 in total, from the OMol25 dataset.

Results
relative energy (zero: lowest compared OMol25 entry of this formula, charge and spin) = 131.56 kcal per mole
LUMO level = 0.0063 Ha
orbital gap = 8.2 eV
SMILES = CC1(C)CCCC(C)(C)N1O.CC1(C)CCCC(C)(C)N1O.CC1(C)CCCC(C)(C)N1O.CC1(C)CCCC(C)(C)N1O.CC1(C)CCCC(C)(C)N1O.CC1(C)CCCC(C)(C)N1O.CC1(C)CCCC(C)(C)N1O.COC[C@H](C)N.COC[C@H](C)N.COC[C@H](C)N.COC[C@H](C)N.COC[C@H](C)N

Atoms and positions in Å:
C -9.9031 -1.0201 -2.6935
C -9.6738 -1.6275 -4.0971
C -9.8472 -3.1273 -4.0308
O -9.4273 -3.6814 -5.2773
C -9.6875 -5.0849 -5.3111
N -10.6708 -1.0657 -4.9934
H -8.9586 -1.0031 -2.1496
H -10.6349 -1.5971 -2.1281
H -10.0715 0.0568 -2.6906
H -8.6863 -1.3766 -4.4844
H -10.8558 -3.4091 -3.7283
H -9.1480 -3.5064 -3.2855
H -9.3441 -5.4454 -6.2808
H -10.7491 -5.3213 -5.2382
H -9.1558 -5.6369 -4.5360
H -10.6466 -1.5013 -5.9043
H -10.4958 -0.1034 -5.2454
C 2.4074 9.0721 0.0674
C 1.0543 9.5532 0.6226
C 0.5939 8.6304 1.7841
O -0.6296 9.1246 2.2176
C -1.3581 8.1804 2.9828
N 1.2201 10.9914 1.0282
H 3.0980 9.0787 0.9107
H 2.8694 9.6948 -0.6987
H 2.3545 8.0971 -0.4172
H 0.2949 9.5844 -0.1587
H 1.2706 8.5972 2.6379
H 0.5149 7.6474 1.3196
H -2.1263 8.6941 3.5608
H -0.6855 7.6897 3.6863
H -1.8702 7.4070 2.4102
H 1.1369 11.6033 0.2289
H 0.4262 11.2444 1.5990
C -8.8287 5.4551 2.4588
C -9.6048 5.3010 3.6621
C -9.6717 6.4711 4.6115
O -10.4401 6.1444 5.7434
C -10.4870 7.1253 6.7639
N -10.9301 4.8722 3.2652
H -9.1410 6.2974 1.8415
H -8.7752 4.6134 1.7683
H -7.7956 5.7033 2.7024
H -9.0894 4.4865 4.1712
H -10.1270 7.2784 4.0377
H -8.7164 6.8828 4.9369
H -9.5003 7.4032 7.1346
H -11.0528 6.8010 7.6373
H -10.9407 8.0095 6.3161
H -11.3786 5.0564 4.1512
H -11.3161 5.4659 2.5451
C 5.6426 -13.3846 -2.5259
C 4.1371 -13.2611 -2.6018
C 3.6288 -11.8212 -2.2189
O 4.1072 -11.4479 -0.9070
C 3.6715 -10.2023 -0.3600
N 3.8081 -13.4444 -4.0184
H 5.9264 -14.3879 -2.8436
H 5.8541 -13.2790 -1.4618
H 6.1419 -12.5048 -2.9315
H 3.6136 -13.9672 -1.9573
H 2.5594 -11.6318 -2.1264
H 3.9155 -11.1260 -3.0080
H 3.9911 -9.3654 -0.9809
H 4.2002 -9.9983 0.5711
H 2.5967 -10.1780 -0.1805
H 4.3166 -14.2738 -4.2896
H 4.3436 -12.7205 -4.4758
C -2.9862 -5.1718 -5.7658
C -2.3970 -4.4396 -7.0139
C -1.0836 -5.1798 -7.4705
O -0.0466 -4.6646 -6.7008
C 1.2405 -4.9090 -7.2767
N -3.3854 -4.5269 -8.0451
H -2.2822 -5.1165 -4.9355
H -3.3263 -6.1803 -6.0007
H -3.8598 -4.6192 -5.4199
H -2.2629 -3.3698 -6.8532
H -0.9863 -4.8271 -8.4972
H -1.1493 -6.2665 -7.4161
H 1.8418 -4.2147 -6.6897
H 1.3232 -4.8027 -8.3584
H 1.8166 -5.7920 -7.0002
H -3.4439 -5.5202 -8.2186
H -4.2811 -4.3188 -7.6272
C 9.3444 -3.6688 -2.2299
C 9.4433 -5.1104 -1.6993
C 8.5141 -5.8257 -2.6572
C 8.7782 -7.3231 -2.6315
C 10.2326 -7.6376 -2.9874
C 11.2642 -6.9920 -2.0351
N 10.8595 -5.5676 -1.8669
O 11.7520 -4.7632 -1.2830
C 11.3032 -7.8704 -0.7368
C 12.6596 -7.0081 -2.7904
C 8.9759 -5.1779 -0.2610
H 8.3137 -3.3197 -2.2919
H 9.8927 -3.5197 -3.1600
H 9.9192 -3.0674 -1.5256
H 7.4757 -5.6381 -2.3843
H 8.6190 -5.4025 -3.6562
H 8.1060 -7.8435 -3.3137
H 8.5309 -7.5701 -1.5990
H 10.3901 -7.2427 -3.9911
H 10.2994 -8.7241 -3.0425
H 11.5503 -8.9064 -0.9687
H 11.9892 -7.4438 -0.0050
H 10.2918 -7.9456 -0.3374
H 12.9150 -8.0115 -3.1309
H 12.6457 -6.3356 -3.6481
H 13.4368 -6.6794 -2.1004
H 9.3580 -4.3920 0.3905
H 9.1246 -6.1258 0.2561
H 7.8885 -5.1588 -0.1891
H 12.1124 -4.2819 -2.0314
C -1.9947 0.8922 -3.0262
C -0.9937 1.0151 -1.9146
C -1.7894 1.1644 -0.5574
C -0.8717 0.9410 0.7027
C -0.1674 -0.4493 0.5910
C 0.5960 -0.7053 -0.6949
N -0.2451 -0.2949 -1.8944
O 0.4323 -0.5389 -3.1103
C 1.9792 0.0280 -0.6816
C 0.9240 -2.2446 -0.6696
C -0.0891 2.2452 -2.1140
H -2.7215 0.0909 -2.8924
H -1.5281 0.7790 -4.0048
H -2.5582 1.8250 -3.0067
H -2.4179 2.0509 -0.4734
H -2.4905 0.3344 -0.4698
H -1.4736 0.8704 1.6087
H -0.1278 1.7173 0.8815
H -0.8708 -1.2241 0.8960
H 0.5462 -0.4119 1.4141
H 2.7789 -0.4623 -0.1266
H 2.4164 0.0905 -1.6781
H 1.9272 1.0915 -0.4483
H 1.4632 -2.5255 -1.5742
H 1.4658 -2.5118 0.2377
H 0.0100 -2.8206 -0.5245
H -0.7148 3.1335 -2.2016
H 0.4308 2.1113 -3.0626
H 0.6263 2.4380 -1.3146
H 0.0566 -1.3235 -3.5164
C 9.8772 0.9909 4.2285
C 9.7572 2.5347 4.4058
C 9.6389 3.1836 2.9918
C 8.2192 3.1612 2.3526
C 7.2174 3.7928 3.3461
C 7.2913 3.1918 4.7431
N 8.6657 2.9967 5.2985
O 8.7451 2.4170 6.5861
C 6.6310 4.2960 5.6002
C 6.4780 1.8550 4.7408
C 11.1500 3.0345 5.0084
H 10.0560 0.5324 5.2011
H 10.6784 0.7221 3.5401
H 8.9559 0.5888 3.8069
H 9.9237 4.2234 3.1519
H 10.3196 2.7226 2.2761
H 7.9877 2.1085 2.1906
H 8.3069 3.5826 1.3512
H 6.2220 3.5528 2.9725
H 7.5023 4.8449 3.3369
H 5.6086 4.4415 5.2514
H 6.4955 4.0709 6.6580
H 7.2883 5.1646 5.5593
H 5.4539 1.8990 4.3703
H 6.9762 1.0741 4.1661
H 6.4740 1.4326 5.7456
H 11.1347 4.1007 5.2342
H 11.9839 3.0093 4.3069
H 11.3935 2.4698 5.9083
H 9.0555 3.1597 7.1093
C 6.6170 4.9659 -6.0151
C 7.4708 3.9113 -6.7528
C 7.1867 2.4524 -6.2018
C 5.8321 1.8713 -6.5994
C 5.6991 1.8994 -8.1127
C 6.0493 3.2569 -8.8534
N 7.2259 3.8623 -8.1997
O 7.7103 4.9660 -8.8650
C 6.3054 2.8901 -10.3843
C 4.8245 4.0971 -8.7893
C 8.9721 4.2721 -6.4719
H 6.9365 5.1715 -4.9934
H 5.5668 4.6769 -5.9752
H 6.5965 5.9409 -6.5019
H 7.9460 1.7528 -6.5514
H 7.1804 2.3900 -5.1136
H 5.0920 2.3816 -5.9830
H 5.7221 0.8413 -6.2603
H 4.6454 1.6657 -8.2653
H 6.1414 1.0249 -8.5898
H 6.2482 3.6947 -11.1174
H 7.2388 2.3510 -10.5466
H 5.5494 2.1540 -10.6577
H 4.1035 3.8240 -9.5599
H 4.3524 4.1755 -7.8100
H 5.1465 5.0727 -9.1536
H 9.2514 5.2215 -6.9289
H 9.5122 3.5024 -7.0231
H 9.3138 4.2768 -5.4368
H 8.3017 4.6284 -9.5416
C -7.6056 -2.0370 4.3721
C -8.2538 -2.4545 5.6971
C -7.2406 -1.9717 6.7851
C -7.8756 -2.1256 8.1937
C -9.1745 -1.3640 8.2378
C -10.2188 -1.6683 7.1624
N -9.4730 -1.5637 5.8689
O -10.3181 -1.4482 4.7230
C -10.9086 -3.0774 7.4876
C -11.2765 -0.5557 7.2750
C -8.4630 -3.9698 5.7417
H -7.7389 -0.9832 4.1272
H -8.0935 -2.4048 3.4694
H -6.5375 -2.2532 4.3555
H -6.3315 -2.5726 6.7638
H -6.9026 -0.9367 6.7332
H -7.1851 -1.6896 8.9156
H -8.1030 -3.1609 8.4477
H -8.8729 -0.3207 8.1448
H -9.5785 -1.4296 9.2480
H -11.6103 -3.3593 6.7026
H -10.3062 -3.9858 7.4903
H -11.6005 -3.1201 8.3287
H -11.9408 -0.6075 8.1376
H -10.8867 0.4514 7.1265
H -12.0407 -0.6372 6.5021
H -8.3969 -4.3743 6.7517
H -7.7042 -4.5227 5.1880
H -9.4342 -4.2641 5.3439
H -10.2760 -0.5179 4.4896
C -8.7685 11.2944 -5.6916
C -7.3312 11.8397 -5.4081
C -7.1923 12.1302 -3.8914
C -7.0510 10.8949 -2.9723
C -5.7715 10.1277 -3.4213
C -5.8958 9.7859 -4.9011
N -6.2369 10.9311 -5.7507
O -6.2217 10.5240 -7.1179
C -4.4547 9.3111 -5.3811
C -6.9674 8.6632 -4.9817
C -7.0642 13.2464 -6.0370
H -8.9373 10.3950 -5.0993
H -9.5090 11.9602 -5.2484
H -9.0072 11.0721 -6.7317
H -6.3539 12.7961 -3.6871
H -8.0226 12.7199 -3.5029
H -6.8964 11.2186 -1.9430
H -7.8512 10.1605 -2.8795
H -5.9113 9.2646 -2.7705
H -4.8449 10.6819 -3.2712
H -3.6981 10.0953 -5.3544
H -4.4422 9.1136 -6.4530
H -4.1561 8.4590 -4.7706
H -6.4628 7.7167 -4.7880
H -7.2998 8.5631 -6.0150
H -7.8916 8.6847 -4.4041
H -6.2309 13.8390 -5.6595
H -7.0660 13.3355 -7.1234
H -7.9332 13.8689 -5.8237
H -5.3873 10.9236 -7.3744
C 1.1766 -6.4327 11.4117
C 0.2181 -6.1438 10.2695
C 0.8084 -4.9268 9.4804
C 0.0743 -4.6873 8.1462
C 0.3640 -5.9619 7.3451
C -0.1859 -7.2707 7.9944
N 0.0491 -7.4168 9.4537
O -0.6244 -8.3612 10.1287
C -1.7176 -7.2241 7.7299
C 0.5103 -8.4456 7.3786
C -1.1725 -5.6227 10.8400
H 2.0096 -7.0772 11.1309
H 0.6742 -6.8546 12.2822
H 1.7078 -5.5647 11.8022
H 0.6788 -3.9975 10.0351
H 1.8665 -5.0842 9.2712
H 0.4218 -3.8818 7.4994
H -0.9786 -4.4396 8.2812
H 1.4348 -6.1086 7.2035
H -0.1730 -5.8632 6.4017
H -2.1491 -6.3269 8.1736
H -1.8224 -7.0961 6.6525
H -2.3160 -8.1038 7.9668
H 1.5853 -8.2815 7.3042
H 0.3676 -9.2908 8.0520
H 0.1332 -8.8050 6.4211
H -1.0574 -4.8359 11.5855
H -1.6882 -6.3836 11.4259
H -1.8859 -5.2236 10.1190
H 0.0796 -8.9722 10.3581

These are the Mulliken partial charges, in e, on atoms 1 to 99: C -1.2989; C 0.6323; C -0.9192; O -0.3026; C -0.7512; N -0.7915; H 0.3549; H 0.3006; H 0.3591; H 0.2904; H 0.4089; H 0.3745; H 0.2606; H 0.3078; H 0.3017; H 0.2391; H 0.2331; C -1.3784; C 0.5389; C -0.6905; O -0.3129; C -0.7617; N -0.8070; H 0.3362; H 0.3573; H 0.3498; H 0.2541; H 0.3892; H 0.3464; H 0.2606; H 0.3164; H 0.2806; H 0.2470; H 0.2740; C -1.7263; C 0.7639; C -0.7670; O -0.3124; C -0.7523; N -0.7031; H 0.3751; H 0.3711; H 0.3964; H 0.1718; H 0.2888; H 0.4467; H 0.2929; H 0.2436; H 0.3197; H 0.3290; H 0.2623; C -1.2758; C 0.2774; C -0.6536; O -0.2966; C -0.7445; N -0.7712; H 0.4512; H 0.2821; H 0.3059; H 0.3252; H 0.3869; H 0.2726; H 0.3060; H 0.2511; H 0.2925; H 0.2855; H 0.3055; C -1.3108; C 0.2774; C -0.6464; O -0.2370; C -0.7403; N -0.7530; H 0.3336; H 0.3340; H 0.3908; H 0.2786; H 0.4125; H 0.2634; H 0.2482; H 0.2961; H 0.2988; H 0.2864; H 0.2679; C -2.0709; C 1.5126; C -1.2771; C -0.7277; C -0.9860; C 1.1582; N 0.5285; O -0.4991; C -1.5974; C -1.7970; C -1.5598; H 0.3641; H 0.4283; H 0.4875